[1]
Density functional theory data (ωB97M-V with the def2-TZVPD basis set) for one molecule with the formula C5H9NO.

Summary:
Relative energy (zero: lowest compared OMol25 entry of this formula, charge and spin)   71.30 kcal/mol
SMILES   C/C(O)=C1/CN1C
Maximum force   0.40 eV Å⁻¹
Molar mass   99.1 g mol⁻¹
Kohn-Sham gap   8.93 eV

```
! RIJCOSX wB97M-V def2-TZVPD def2/J DEFGRID3
* xyz 0 1
O -1.83 -1.10 1.33
N 1.26 0.30 -0.28
C -1.69 1.25 0.91
C 0.14 -0.34 0.28
C -1.07 -0.11 0.77
C 1.29 0.30 -1.75
C 1.39 -1.07 0.28
H -1.96 1.36 1.97
H 0.94 -0.65 -2.17
H 0.64 1.10 -2.13
H -0.96 2.02 0.66
H -1.42 -1.94 1.10
H 1.60 -1.88 -0.42
H 1.95 -1.11 1.22
H 2.31 0.49 -2.08
H -2.60 1.38 0.32
*
```

[2]
Density functional theory data (ωB97M-V with the def2-TZVPD basis set) for a 4-piece molecular cluster, C5H9NO overall.

Summary:
Relative energy (zero: lowest compared OMol25 entry of this formula, charge and spin)   114.86 kcal/mol
Maximum force   0.92 eV Å⁻¹
Molar mass   99.1 g mol⁻¹
Kohn-Sham gap   9.37 eV

```
! RIJCOSX wB97M-V def2-TZVPD def2/J DEFGRID3
* xyz 0 1
O -1.79 -0.48 -1.35
N 1.07 -1.87 2.02
C 0.84 -1.00 1.28
C -0.03 1.35 1.01
C 1.22 0.15 -0.81
C 0.54 0.09 0.39
C -1.46 -0.93 -0.24
H 1.45 1.13 -1.22
H -1.86 -0.48 0.67
H 1.90 -0.64 -1.11
H 0.78 2.01 1.34
H -1.02 -1.94 -0.14
H -0.56 -0.27 -2.09
H -0.66 1.15 1.87
H -0.63 1.89 0.26
H 0.26 -0.09 -2.00
*
```

[3]
Density functional theory data (ωB97M-V with the def2-TZVPD basis set) for C5H9NO as an isolated structure.

Summary:
Relative energy (zero: lowest compared OMol25 entry of this formula, charge and spin)   111.80 kcal/mol
Maximum force   0.50 eV Å⁻¹
Molar mass   99.1 g mol⁻¹
Kohn-Sham gap   8.83 eV

```
! RIJCOSX wB97M-V def2-TZVPD def2/J DEFGRID3
* xyz 0 1
O -0.66 1.14 2.14
N -0.99 0.43 -0.08
C 2.46 -0.29 -0.10
C -2.39 0.08 0.03
C -0.03 -0.39 -0.81
C 1.02 -0.51 0.27
C -0.29 0.77 1.05
H 0.81 0.97 0.69
H -2.85 0.12 -0.96
H -0.45 -1.39 -1.00
H 2.67 0.43 -0.90
H 0.25 0.07 -1.78
H -2.88 0.81 0.67
H -2.53 -0.92 0.46
H 2.79 -1.28 -0.45
H 3.07 -0.06 0.78
*
```

[4]
Density functional theory data (ωB97M-V with the def2-TZVPD basis set) for C5H9NO as an isolated structure at a distorted geometry.

Summary:
Relative energy (zero: lowest compared OMol25 entry of this formula, charge and spin)   178.85 kcal/mol
Maximum force   2.68 eV Å⁻¹
Molar mass   99.1 g mol⁻¹
Kohn-Sham gap (spin up / spin down)   8.52 / 7.89 eV

```
! RIJCOSX wB97M-V def2-TZVPD def2/J DEFGRID3
* xyz 0 1
O -3.00 0.40 -0.32
N -1.92 0.83 0.20
C 1.52 0.95 0.98
C 0.56 0.19 0.13
C -0.69 -1.26 -0.81
C -0.75 0.00 -0.04
C 0.85 -1.09 -0.60
H -2.12 1.02 1.22
H -1.13 -2.14 -0.33
H 1.28 -1.81 0.09
H -0.36 1.82 -0.85
H -1.05 -1.18 -1.84
H 1.69 0.30 1.85
H 1.19 1.93 1.35
H 1.44 -1.05 -1.52
H 2.48 1.08 0.48
*
```

[5]
Density functional theory data (ωB97M-V with the def2-TZVPD basis set) for a 2-piece molecular cluster, C5H9NO overall.

Summary:
Relative energy (zero: lowest compared OMol25 entry of this formula, charge and spin)   117.16 kcal/mol
SMILES   CC1=C(N=O)CC1.[H][H]
Maximum force   0.36 eV Å⁻¹
Molar mass   99.1 g mol⁻¹
Kohn-Sham gap   8.51 eV

```
! RIJCOSX wB97M-V def2-TZVPD def2/J DEFGRID3
* xyz 0 1
O 2.90 -0.11 0.50
N 1.85 -0.61 0.15
C -1.41 -1.01 -0.52
C -0.54 0.10 -0.05
C 0.77 0.28 0.23
C 0.64 1.72 0.65
C -0.87 1.53 0.33
H 1.04 -3.38 -1.05
H -2.07 -1.33 0.30
H -2.06 -0.67 -1.33
H 0.87 1.93 1.69
H -0.83 -1.88 -0.85
H 1.16 2.44 0.01
H 1.34 -2.77 -0.74
H -1.26 2.13 -0.50
H -1.55 1.63 1.18
*
```

[6]
Density functional theory data (ωB97M-V with the def2-TZVPD basis set) for an isolated ion of composition C5H9NO and charge +1 at a distorted geometry.

Summary:
Relative energy (zero: lowest compared OMol25 entry of this formula, charge and spin)   55.17 kcal/mol
Maximum force   5.55 eV Å⁻¹
Molar mass   99.1 g mol⁻¹
Kohn-Sham gap (spin up / spin down)   8.87 / 5.17 eV

```
! RIJCOSX wB97M-V def2-TZVPD def2/J DEFGRID3
* xyz 1 2
O 0.66 2.56 -2.58
N 0.18 -1.85 2.66
C -0.03 -0.64 0.53
C -0.05 1.55 -2.50
C 0.41 0.45 -1.73
C -0.36 0.55 -0.33
C 0.09 -0.64 1.90
H 1.55 0.47 -1.43
H -1.44 0.73 -0.41
H -0.42 -2.74 2.71
H 0.40 -0.48 -2.25
H 0.30 -1.65 3.66
H -0.05 -1.64 0.18
H -0.16 1.51 0.19
H 0.03 0.24 2.48
H -1.10 1.58 -3.07
*
```